Computed, not measured: C4H8N2 in the gas phase, with ωB97M-V with the def2-TZVPD basis set.

Results
multiplicity = 1
energy = -266.6695 a.u.
largest force on an atom = 2.1 eV Å⁻¹
charge = 0

Element x y z (Å)
C  -0.9545  -0.1183  -1.3184
N  -0.0007  0.2698  -0.3174
C  1.3341  -0.2277  -0.4221
C  -0.6380  0.3368  0.9920
C  0.2499  0.2143  2.1514
N  0.9633  0.1507  3.0596
H  -0.5840  0.1704  -2.3057
H  -1.9048  0.4083  -1.1479
H  -1.1630  -1.2025  -1.3056
H  1.3947  -1.3225  -0.3343
H  1.9452  0.2252  0.3660
H  1.7380  0.0950  -1.3865
H  -1.4774  -0.3762  1.1312
H  -0.9027  1.3767  0.8376

natural (NBO) atomic charge list, values in e, 6 entries: C -0.406; N -0.440; C -0.409; C -0.350; C 0.272; N -0.311


Computed, not measured: 2 unconnected molecules or ions with the total composition C4H8N2, with ωB97M-V with the def2-TZVPD basis set.

Results
multiplicity = 1
energy = -266.4394 a.u.
largest force on an atom = 3.9 eV Å⁻¹
charge = 0

Element x y z (Å)
C  0.8434  -1.1422  -0.7526
C  -0.7219  -0.9374  -0.8255
C  0.1782  0.0834  -0.3202
C  -0.0953  0.7455  2.1095
N  -1.1923  -0.0030  -1.8311
N  -0.0953  0.9333  -1.4725
H  1.0984  -1.6201  0.1209
H  1.5639  -1.2790  -1.4943
H  -1.4034  -1.6578  -0.4196
H  -0.7777  1.5033  1.6731
H  0.9720  0.8157  2.1722
H  -0.4440  -0.2007  2.2106
H  -1.2648  -0.2410  -2.8459
H  -0.3755  1.8664  -1.4851

natural (NBO) atomic charge list, values in e, 6 entries: C -0.480; C -0.138; C 0.184; C -0.532; N -0.463; N -0.510


Computed, not measured: C4H8N2 in the gas phase, with ωB97M-V with the def2-TZVPD basis set.

Results
multiplicity = 1
energy = -266.6677 a.u.
largest force on an atom = 2.7 eV Å⁻¹
charge = 0

Element x y z (Å)
C  0.8305  1.6666  0.7513
C  -0.5246  -1.9301  0.1150
C  -0.1719  -0.6380  -0.5462
C  -1.0124  0.5542  -0.2654
N  -0.4978  1.6654  0.1558
N  0.7252  -0.5441  -1.4803
H  1.0117  0.4071  -1.7418
H  -2.0630  0.4984  -0.5840
H  0.8915  2.4952  1.4645
H  1.5911  1.8271  -0.0182
H  1.0638  0.7563  1.3138
H  0.3003  -2.6420  0.0217
H  -0.7313  -1.7627  1.1751
H  -1.4129  -2.3534  -0.3614

natural (NBO) atomic charge list, values in e, 6 entries: C -0.455; C -0.676; C 0.241; C 0.041; N -0.385; N -0.605


Computed, not measured: C4H8N2 in the gas phase, with ωB97M-V with the def2-TZVPD basis set.

Results
multiplicity = 1
energy = -266.6816 a.u.
largest force on an atom = 1.1 eV Å⁻¹
charge = 0

Element x y z (Å)
C  -0.6335  -1.4628  0.3385
N  -0.1222  -0.2215  -0.1831
C  1.1027  -0.1938  -0.9420
C  -0.7267  1.0308  0.1377
C  0.1417  1.8651  1.0154
N  0.8773  2.4657  1.6764
H  -1.0796  -2.0958  -0.4442
H  -1.4098  -1.2613  1.0832
H  0.1493  -2.0514  0.8392
H  1.7613  0.6159  -0.5911
H  0.9323  -0.0511  -2.0226
H  1.6433  -1.1364  -0.8045
H  -1.6765  0.8674  0.6570
H  -0.9597  1.6292  -0.7599

natural (NBO) atomic charge list, values in e, 6 entries: C -0.389; N -0.456; C -0.408; C -0.296; C 0.263; N -0.331


Computed, not measured: C4H8N2 in the gas phase, with ωB97M-V with the def2-TZVPD basis set.

Results
multiplicity = 1
energy = -266.6519 a.u.
largest force on an atom = 2.4 eV Å⁻¹
charge = 0

Element x y z (Å)
C  2.4717  -0.3046  -0.0096
C  1.1475  0.4384  -0.0017
C  -0.1079  0.0274  -0.3019
C  -1.2001  0.9307  -0.1287
H  3.1468  0.1960  -0.7686
H  2.9884  -0.0787  0.9656
H  2.3829  -1.3740  -0.1754
H  1.3725  1.4607  0.3784
H  -0.2943  -0.9983  -0.5672
H  -1.0177  1.9828  -0.1293
H  -2.1093  -1.2939  0.5516
H  -3.6342  -0.8946  0.2578
N  -2.4532  0.6287  0.0194
N  -2.6930  -0.7207  -0.0904

natural (NBO) atomic charge list, values in e, 6 entries: C -0.652; C -0.096; C -0.319; C 0.003; H 0.227; H 0.222


Computed, not measured: a molecular structure, C4H8N2, with ωB97M-V with the def2-TZVPD basis set.

Results
multiplicity = 1
energy = -266.5168 a.u.
largest force on an atom = 1.2 eV Å⁻¹
charge = 0

Element x y z (Å)
N  -0.4313  0.6946  -1.0784
N  0.2230  -0.2224  -1.8465
C  0.0289  1.4643  -0.2529
C  -1.7501  -1.6630  0.3102
C  0.3197  2.3486  0.6489
C  -1.0065  -2.1917  1.0813
H  -0.3098  -0.4130  -2.6826
H  1.2063  -0.0355  -2.0314
H  2.1552  -0.8179  1.3299
H  -2.3885  -1.1804  -0.3636
H  0.4906  3.3888  0.3938
H  1.4334  -0.7844  1.0404
H  0.3929  2.0771  1.6921
H  -0.3639  -2.6652  1.7590

natural (NBO) atomic charge list, values in e, 6 entries: N -0.277; N -0.629; C 0.327; C -0.214; C -0.598; C -0.250


Computed, not measured: a gas-phase ion, C4H8N2 (charge +2), with ωB97M-V with the def2-TZVPD basis set.

Results
multiplicity = 1
energy = -265.7793 a.u.
largest force on an atom = 4.7 eV Å⁻¹
charge = +2

Element x y z (Å)
C  -1.2488  0.3077  0.1408
C  -0.0736  -0.6156  0.1926
C  -2.5348  -0.2397  -0.0644
C  1.3484  -0.6189  -0.0342
N  -0.5999  1.3769  -0.0313
N  2.0423  0.6118  0.0775
H  -3.2595  0.3935  -0.5455
H  -2.9130  -0.5016  0.8763
H  -2.3802  -1.2365  -0.6582
H  1.2731  -1.0949  -0.9477
H  1.8643  -1.4029  0.5369
H  1.2872  1.2103  0.6277
H  2.2614  1.0861  -0.8072
H  2.9331  0.7237  0.6365

natural (NBO) atomic charge list, values in e, 6 entries: C 0.115; C 0.593; C -0.696; C -0.465; N 0.026; N -0.704


Computed, not measured: C4H8N2O in the gas phase, with ωB97M-V with the def2-TZVPD basis set.

Results
multiplicity = 1
energy = -341.9599 a.u.
largest force on an atom = 0.3 eV Å⁻¹
charge = 0

Element x y z (Å)
N  1.8843  -0.1731  -0.5445
C  0.7031  0.3091  0.1573
C  -0.3504  0.9361  -0.7754
C  -1.6993  0.3949  -0.2641
O  -1.4015  -0.6309  0.6891
C  -0.0665  -0.8448  0.7895
N  0.4524  -1.8522  1.3451
H  2.5695  0.5683  -0.6636
H  2.3222  -0.9057  0.0086
H  0.9474  1.0143  0.9709
H  -0.1339  0.5871  -1.7898
H  -0.3294  2.0306  -0.7776
H  -2.2998  -0.0716  -1.0525
H  -2.3221  1.1396  0.2443
H  -0.2759  -2.5017  1.6628

natural (NBO) atomic charge list, values in e, 6 entries: N -0.830; C -0.129; C -0.445; C -0.066; O -0.500; C 0.567


Computed, not measured: 2 unconnected molecules or ions with the total composition C4H8N2O, with ωB97M-V with the def2-TZVPD basis set.

Results
multiplicity = 1
energy = -341.8987 a.u.
largest force on an atom = 1.4 eV Å⁻¹
charge = 0

Element x y z (Å)
C  0.3571  1.3962  -0.6705
C  0.1610  -0.0694  -0.3503
O  0.0605  0.1702  2.3051
C  -0.6818  -1.0472  -1.0680
N  -1.2020  -0.4933  0.1573
C  1.4146  -0.6662  0.1426
N  2.4749  -1.1144  0.2872
H  0.6214  1.9139  0.2608
H  -0.5803  1.8080  -1.0517
H  1.1591  1.5620  -1.3981
H  0.5247  -0.6474  2.5177
H  -0.3993  -2.0864  -0.9394
H  -1.1242  -0.7546  -2.0054
H  -1.9036  0.2262  -0.0516
H  -0.6695  -0.1622  1.7489

natural (NBO) atomic charge list, values in e, 6 entries: C -0.610; C -0.003; O -0.962; C -0.220; N -0.607; C 0.283


Computed, not measured: 2 unconnected molecules or ions with the total composition C4H8N2O, with ωB97M-V with the def2-TZVPD basis set.

Results
multiplicity = 1
energy = -341.9590 a.u.
largest force on an atom = 1.0 eV Å⁻¹
charge = 0

Element x y z (Å)
C  0.3949  1.9304  -0.5525
C  0.7570  0.4810  -0.6330
C  1.3505  -0.1603  -1.6836
N  1.6866  -1.4532  -1.3492
C  1.3949  -1.5631  -0.0888
N  0.8346  -0.4133  0.4044
H  -0.6939  2.0434  -0.4809
H  0.7073  2.3868  -1.4900
H  0.8613  2.4180  0.3059
H  1.7827  0.3555  -2.5278
H  1.6373  -2.3590  0.5963
H  0.3689  -0.3834  1.2968
H  -4.0778  -0.4527  2.3191
H  -3.1753  -1.4454  1.5871
O  -3.8291  -1.3846  2.2961

natural (NBO) atomic charge list, values in e, 6 entries: C -0.635; C 0.093; C -0.110; N -0.449; C 0.162; N -0.533


Computed, not measured: a molecular structure, C4H8N2O, with ωB97M-V with the def2-TZVPD basis set.

Results
multiplicity = 1
energy = -341.8531 a.u.
largest force on an atom = 3.2 eV Å⁻¹
charge = 0

Element x y z (Å)
C  1.3135  -0.0559  0.6891
C  1.2648  0.1102  -0.7996
N  0.0642  -0.5386  -1.3827
N  -1.7132  -0.5027  0.9042
C  -1.0664  0.4812  0.2075
C  0.2137  0.9735  0.5481
O  2.1458  0.5367  -1.5536
H  -0.0846  -0.2297  -2.3370
H  -0.2069  -1.4944  -1.1621
H  -1.1499  -1.1055  1.4882
H  -2.6925  -0.6850  0.7287
H  1.0605  -1.0328  1.1099
H  2.2322  0.3652  1.0891
H  -1.7537  1.1573  -0.2977
H  0.3724  2.0205  0.7678

natural (NBO) atomic charge list, values in e, 6 entries: C -0.510; C 0.663; N -0.907; N -0.793; C 0.218; C -0.515


Computed, not measured: C4H8N2O in the gas phase, with ωB97M-V with the def2-TZVPD basis set.

Results
multiplicity = 1
energy = -341.8117 a.u.
largest force on an atom = 3.7 eV Å⁻¹
charge = 0

Element x y z (Å)
C  0.6172  0.2593  -1.5355
C  0.5374  1.3650  -0.5296
C  0.2089  0.7327  0.8288
C  -0.8947  -0.2766  0.7480
N  0.0283  -0.7950  -1.2460
N  -0.8000  -1.4191  1.4998
O  -0.0472  -1.9467  -1.7386
H  1.1704  0.4774  -2.4772
H  1.6169  1.7861  -0.4578
H  -0.1326  2.0337  -0.9476
H  1.0513  -0.0266  1.0017
H  0.1040  1.6347  1.5559
H  -1.9612  -0.0214  0.5666
H  -1.5886  -2.0245  1.3554
H  0.0899  -1.7789  1.3760

natural (NBO) atomic charge list, values in e, 6 entries: C -0.072; C -0.420; C -0.470; C 0.169; N 0.036; N -0.763


Computed, not measured: 2 unconnected molecules or ions with the total composition C4H8N2O, with ωB97M-V with the def2-TZVPD basis set.

Results
multiplicity = 1
energy = -341.8144 a.u.
largest force on an atom = 3.0 eV Å⁻¹
charge = 0

Element x y z (Å)
C  0.2107  0.5654  1.8097
C  -1.2031  -1.0124  -1.3805
C  -0.8005  0.1826  -0.4734
C  0.0748  -0.2923  0.6917
N  0.2913  1.2728  2.7126
N  2.0687  1.4698  -0.2800
O  0.2357  -1.6044  0.8460
H  -1.9025  -1.6622  -0.7820
H  -0.3162  -1.6492  -1.4724
H  -1.6804  -0.8463  -2.3390
H  -0.1801  0.8319  -1.0390
H  -1.5775  0.7532  -0.0982
H  2.6333  1.8337  0.4578
H  1.2004  1.9834  -0.1627
H  0.9455  -1.8260  1.5094

natural (NBO) atomic charge list, values in e, 6 entries: C 0.151; C -0.613; C -0.450; C 0.293; N -0.308; N -0.635


Computed, not measured: 2 unconnected molecules or ions with the total composition C4H8N2O, with ωB97M-V with the def2-TZVPD basis set.

Results
multiplicity = 1
energy = -341.9226 a.u.
largest force on an atom = 0.9 eV Å⁻¹
charge = 0

Element x y z (Å)
C  -0.8073  1.1197  0.8611
C  0.2386  0.0961  0.4862
C  1.4803  0.5397  -0.1864
N  1.5236  -0.0014  1.1718
C  -0.8696  -1.1856  -1.9362
O  -0.9928  -0.1067  -2.3710
N  -0.6800  -2.2413  -1.3639
H  -0.3404  2.0207  1.2773
H  -1.3883  1.4228  -0.0194
H  -1.5057  0.7186  1.6034
H  1.9584  -0.0590  -0.9598
H  1.6103  1.6147  -0.3119
H  1.6203  0.7474  1.8503
H  -0.1440  -0.8943  0.2659
H  -0.9558  -3.1459  -1.6941

natural (NBO) atomic charge list, values in e, 6 entries: C -0.626; C -0.106; C -0.265; N -0.586; C 0.876; O -0.502


Computed, not measured: 2 unconnected molecules or ions with the total composition C4H8N2O, with ωB97M-V with the def2-TZVPD basis set.

Results
multiplicity = 1
energy = -341.9421 a.u.
largest force on an atom = 0.9 eV Å⁻¹
charge = 0

Element x y z (Å)
C  -2.3238  -2.0796  1.4137
C  1.3861  -0.1760  -0.6308
C  0.9526  1.2633  -0.4781
C  -2.2448  -1.1776  0.4845
N  1.9742  2.1363  -0.3394
N  -2.2875  -0.4447  -0.4759
O  -0.2033  1.6295  -0.4761
H  1.7681  3.1158  -0.2341
H  2.9337  1.8414  -0.3417
H  -1.7270  0.4009  -0.5462
H  -1.6820  -2.9408  1.4101
H  -3.0302  -1.9875  2.2171
H  2.0196  -0.2802  -1.5089
H  0.5142  -0.8142  -0.7402
H  1.9500  -0.4866  0.2460

natural (NBO) atomic charge list, values in e, 6 entries: C -0.696; C -0.722; C 0.688; C 0.429; N -0.818; N -0.647


Computed, not measured: C4H8N2O in the gas phase, with ωB97M-V with the def2-TZVPD basis set.

Results
multiplicity = 1
energy = -341.8512 a.u.
largest force on an atom = 0.4 eV Å⁻¹
charge = 0

Element x y z (Å)
C  -1.2569  1.2666  0.5497
C  -1.4641  -1.2143  -0.1751
C  -0.6456  0.0347  -0.0511
C  2.2063  -0.1288  -0.6296
O  3.0738  -0.5585  0.2995
N  0.5575  0.0489  -0.5009
N  1.5062  1.0339  -0.4782
H  2.9944  0.0399  1.0613
H  2.3556  -0.6634  -1.5634
H  -1.8221  -1.5447  0.8058
H  -1.9545  1.7381  -0.1508
H  -1.8271  1.0124  1.4479
H  -0.4883  1.9967  0.8026
H  -0.8832  -2.0195  -0.6242
H  -2.3519  -1.0421  -0.7935

natural (NBO) atomic charge list, values in e, 6 entries: C -0.673; C -0.639; C 0.213; C 0.465; O -0.657; N -0.208